(1)
DFT (ωB97M-V/def2-TZVPD) results for 9 unconnected molecules or ions with the total composition C30H60N6O12.

```
108
Properties=species:S:1:pos:R:3:lowdin_charge:R:1
C -6.3350 0.9345 -4.4431 -0.004
O -6.0812 0.1718 -3.2770 0.012
C -5.5127 -0.9829 -3.2682 -0.657
O -5.2897 -1.7232 -4.2423 0.071
O -5.3260 -1.3182 -2.0287 0.011
C -4.7483 -2.6211 -1.7864 -0.005
H -7.2248 0.5124 -4.9191 0.104
H -5.5524 0.8148 -5.1983 0.089
H -6.4100 1.9462 -4.0737 0.094
H -4.2432 -2.6226 -0.8153 0.094
H -4.0117 -2.8778 -2.5364 0.084
H -5.6130 -3.2592 -1.7491 0.096
C -1.2289 0.9140 -0.5645 0.004
O 0.1374 0.4612 -0.5703 0.016
C 0.7120 0.0545 0.5153 -0.600
O 0.1188 -0.4177 1.5127 0.056
O 2.0170 0.2006 0.4041 -0.002
C 2.7711 0.0360 1.6060 -0.039
H -1.2708 1.9910 -0.4536 0.104
H -1.7750 0.4347 0.2322 0.073
H -1.7352 0.5740 -1.4670 0.089
H 3.8178 -0.0387 1.3099 0.093
H 2.4907 -0.8548 2.1301 0.065
H 2.5485 0.8410 2.2881 0.097
C -4.9971 2.2400 -0.6205 -0.023
O -5.1102 3.0532 -1.7826 0.000
C -4.2294 4.0037 -2.0388 -0.620
O -3.3139 4.3344 -1.3484 0.134
O -4.5414 4.5578 -3.2298 -0.027
C -3.5565 5.4238 -3.8716 -0.008
H -5.4794 2.6780 0.2363 0.092
H -3.9677 2.0132 -0.3506 0.072
H -5.4999 1.3147 -0.8568 0.079
H -2.6926 4.8799 -4.2263 0.089
H -3.2439 6.1687 -3.1535 0.085
H -4.1687 5.8813 -4.6521 0.095
C 3.6111 -3.3734 0.1121 -0.061
N 3.5035 -2.6451 -1.1091 -0.195
C 4.6874 -2.3344 -1.8349 -0.049
C 2.3125 -2.1514 -1.5414 -0.348
O 2.0786 -1.4967 -2.5164 0.033
H 2.6276 -3.4455 0.5701 0.066
H 4.1705 -2.8111 0.8588 0.091
H 3.9557 -4.3915 -0.0060 0.091
H 4.3375 -1.8174 -2.7224 0.086
H 5.3785 -1.6975 -1.2794 0.089
H 5.2196 -3.2409 -2.1532 0.098
H 1.5183 -2.5899 -0.8599 0.148
C 5.1681 -2.1602 6.7264 -0.052
N 4.5262 -1.6648 5.5165 -0.189
C 3.1481 -2.0111 5.2406 -0.061
C 5.1369 -0.7424 4.7370 -0.325
O 4.6763 -0.2889 3.7026 -0.003
H 5.3009 -3.2447 6.6319 0.092
H 4.5970 -1.8824 7.6113 0.090
H 6.1744 -1.7596 6.8048 0.079
H 2.6836 -1.2665 4.5883 0.065
H 3.1049 -2.9278 4.6050 0.096
H 2.5540 -2.2446 6.1117 0.077
H 6.0915 -0.3434 5.1308 0.137
C -1.0082 -1.2259 -4.2562 -0.050
N -1.3503 0.1219 -4.5345 -0.197
C -2.5652 0.4183 -5.2448 -0.025
C -0.5416 1.1027 -4.1402 -0.325
O -0.7699 2.3366 -4.2265 -0.040
H -0.9894 -1.7740 -5.2007 0.096
H -1.7986 -1.7228 -3.6831 0.085
H -0.0221 -1.2729 -3.8073 0.068
H -2.9134 1.4291 -5.1118 0.081
H -2.3751 0.3163 -6.3064 0.099
H -3.3418 -0.2947 -4.9539 0.072
H 0.4598 0.7328 -3.7340 0.129
C 5.3580 1.8203 -2.2308 -0.092
C 4.1333 2.7111 -2.2438 -0.252
C 2.8438 2.0034 -2.7172 -0.191
C 2.8594 1.8783 -4.1674 -0.253
N 2.9686 1.7640 -5.3153 0.150
H 5.1125 0.8762 -1.7546 0.056
H 6.1835 2.2237 -1.6692 0.066
H 5.6677 1.6497 -3.2514 0.075
H 4.2522 3.6376 -2.8213 0.114
H 3.8570 3.1205 -1.2590 0.107
H 1.9776 2.6373 -2.4966 0.122
H 2.6488 1.0365 -2.2429 0.093
C -0.0285 -4.9735 3.6672 -0.087
C -0.0859 -3.8582 2.5886 -0.249
C -1.0000 -2.7532 3.0039 -0.224
C -0.5277 -2.0524 4.1539 -0.236
N -0.0920 -1.4855 5.0395 0.186
H 0.4332 -4.6189 4.5922 0.068
H 0.4574 -5.8352 3.2485 0.060
H -1.0180 -5.3194 4.0085 0.081
H -0.4198 -4.3029 1.6593 0.107
H 0.8673 -3.3516 2.3875 0.097
H -1.9724 -3.2067 3.2947 0.135
H -1.2563 -2.0349 2.2131 0.107
C -0.4629 3.7113 3.6680 -0.100
C -0.9174 2.9248 4.8922 -0.248
C -1.4158 1.4828 4.4654 -0.177
C -2.5454 1.5599 3.4751 -0.224
N -3.3230 1.5966 2.6547 0.150
H -1.2329 3.6747 2.8955 0.067
H 0.4978 3.3376 3.3375 0.069
H -0.3845 4.7565 3.9783 0.073
H -1.7569 3.3418 5.4422 0.099
H -0.1685 2.8121 5.6815 0.105
H -1.7154 0.9567 5.3854 0.106
H -0.5964 0.9237 4.0006 0.082
```

Computed properties:
Relative energy (zero: lowest compared OMol25 entry of this formula, charge and spin), kJ/mol: 53.7
Kohn-Sham gap, eV: 9.152
E_tot, Eh: -2410.48201
Net charge: 0


(2)
DFT (ωB97M-V/def2-TZVPD) results for 7 unconnected molecules or ions with the total composition H14O7.

```
21
Properties=species:S:1:pos:R:3:lowdin_charge:R:1
O -0.3068 -2.4408 -0.3776 -0.136
H 0.5868 -2.2723 -0.8821 0.032
H -0.9013 -1.7352 -0.7781 0.047
O 0.1767 1.4527 1.4573 -0.069
H 0.2804 1.8000 2.3545 0.085
H -0.2410 0.5723 1.5031 0.020
O -2.0751 2.2005 0.2450 -0.068
H -1.1632 2.1855 0.6410 0.015
H -2.6187 1.9685 0.9865 0.041
O 1.9148 -1.6954 -1.5960 -0.044
H 1.3631 -1.3803 -2.3096 0.048
H 2.2221 -0.8421 -1.2137 0.040
O -0.4406 -1.1381 2.0159 -0.108
H -0.3773 -1.7934 1.2233 0.045
H -0.2842 -1.5775 2.8686 0.056
O -0.8131 0.2680 -1.3982 -0.026
H -1.2755 0.8953 -0.8145 0.027
H -0.5114 0.6479 -2.1839 0.037
O 1.8350 0.8750 -0.7927 -0.077
H 0.9265 0.6768 -1.0275 -0.024
H 1.7028 1.3326 0.0789 0.058
```

Computed properties:
Relative energy (zero: lowest compared OMol25 entry of this formula, charge and spin), kJ/mol: 89.3
Kohn-Sham gap, eV: 11.221
E_tot, Eh: -535.08981
Net charge: 0


(3)
DFT (ωB97M-V/def2-TZVPD) results for a molecular structure, C3H10N.

```
14
Properties=species:S:1:pos:R:3:lowdin_charge:R:1
C -0.2847 0.7451 0.6057 -0.319
C 0.0892 -0.2097 -0.6145 -0.241
C 1.5503 -0.9406 -0.3043 -0.075
N -1.5731 1.4050 0.4694 0.005
H 0.8531 1.3328 1.0139 0.220
H -0.3279 -0.1398 1.3291 0.117
H -0.5798 -1.5778 -0.2431 0.318
H -0.0749 -0.0847 -1.8216 0.193
H 1.3652 -1.8857 -0.9140 0.081
H 1.6153 -1.4453 0.7328 0.116
H 2.5155 -0.5473 -0.6852 0.098
H -1.5622 2.3355 0.1744 0.058
H -1.2408 -0.3480 -0.9437 0.292
H -2.3452 1.3603 1.2011 0.137
```

Computed properties:
Relative energy (zero: lowest compared OMol25 entry of this formula, charge and spin), kJ/mol: 722.9
Kohn-Sham gap, eV: 8.498
E_tot, Eh: -174.53623
Net charge: +1


(4)
DFT (ωB97M-V/def2-TZVPD) results for a molecular structure, C44H61AlCl4GeN2SbSi3Te.

```
118
Properties=species:S:1:pos:R:3:lowdin_charge:R:1
Al 12.0150 15.7392 12.8143 0.333
C 11.0133 11.2547 14.8493 -0.216
Sb 11.5659 12.9441 13.6236 1.582
C 10.2556 15.9206 14.1146 -0.594
C 9.2321 14.8616 13.9909 -0.386
C 7.8804 15.0611 14.0904 -0.052
C 6.8795 14.0988 13.9727 -0.021
C 7.2573 12.8297 13.6434 -0.028
C 8.6383 12.6523 13.6095 -0.129
N 9.5809 13.5733 13.7028 -0.112
Si 11.1554 16.0286 15.8764 0.414
C 10.3174 14.9068 17.0735 -0.144
C 11.0100 17.8654 16.5034 -0.177
C 12.9371 15.5713 15.8237 -0.248
C 11.7185 12.3744 11.5591 -0.503
C 11.1107 13.5973 10.7577 -0.305
C 10.4531 13.3929 9.5582 0.010
C 9.8901 14.4353 8.8884 -0.044
C 9.9168 15.6840 9.3510 -0.023
C 10.5268 15.8700 10.5593 -0.087
N 11.1753 14.8584 11.2068 0.008
Si 11.0198 10.6129 11.2190 0.438
C 12.0430 9.3971 12.1402 -0.151
C 9.2156 10.2142 11.5656 -0.155
C 11.0654 10.2481 9.4033 -0.166
Si 13.7521 12.3893 11.3640 0.430
C 14.2989 14.1269 11.1330 -0.179
C 14.7048 11.5681 12.8194 -0.158
C 14.0780 11.6888 9.7710 -0.177
H 10.2626 11.7109 15.4923 0.028
H 11.8490 10.8160 15.3686 -0.021
H 10.6151 10.5087 14.1571 -0.010
H 7.5451 16.0114 14.3040 0.058
H 5.8301 14.4809 14.1872 0.171
H 6.5640 12.0678 13.5175 0.115
H 8.9701 11.6397 13.6707 0.070
H 9.5692 15.4273 17.6880 0.057
H 11.1002 14.5331 17.8362 0.095
H 9.8661 14.0375 16.7171 -0.007
H 10.0190 18.1216 16.8033 0.005
H 11.4313 18.3490 15.6330 -0.029
H 11.8554 17.9977 17.2749 0.094
H 12.9261 14.4658 15.9373 -0.024
H 13.5401 15.9911 16.6347 0.067
H 13.6011 15.8529 14.9312 -0.008
H 10.4261 12.4976 9.0209 0.079
H 9.6396 14.1822 7.8801 0.140
H 9.5339 16.5164 8.7501 0.144
H 10.6594 16.8861 10.9505 0.073
H 11.8997 9.3783 13.2283 0.035
H 13.1365 9.4207 11.9063 0.053
H 11.7485 8.4553 11.7509 0.045
H 8.4559 10.9828 11.4431 0.029
H 9.0539 9.8168 12.5584 0.029
H 8.9331 9.3516 10.9640 0.059
H 10.7838 9.2177 9.2904 0.050
H 12.0166 10.3943 8.9042 0.030
H 10.2077 10.6045 8.8538 0.039
H 15.3166 14.0408 10.7425 0.075
H 13.6973 14.5870 10.3379 0.059
H 14.2503 14.8077 11.9695 -0.027
H 15.5993 11.1577 12.2952 0.072
H 14.3156 10.6344 13.1532 0.006
H 15.0971 12.2870 13.5576 -0.023
H 13.2829 12.1141 9.1628 0.040
H 14.1173 10.5829 9.7303 0.069
H 15.0184 12.0386 9.2702 0.087
Cl 16.0942 13.7017 15.5204 0.535
C 15.6352 12.1059 16.2236 -0.963
Cl 13.9602 11.8324 16.6708 0.582
H 16.1927 11.9240 17.1404 0.040
H 15.9522 11.3901 15.4711 0.019
Cl 6.5200 14.1400 10.7290 0.490
C 6.3433 14.0369 8.8673 -0.913
Cl 6.1877 15.5994 8.1623 0.592
H 5.3740 13.5973 8.7579 0.023
H 7.1853 13.5140 8.5517 -0.013
Ge 13.5697 17.7008 12.6370 0.943
C 14.8513 17.3957 11.1119 -0.375
C 14.5447 17.8917 9.9069 -0.160
C 15.4006 17.8773 8.8289 -0.044
C 16.7371 17.4138 9.0035 -0.020
C 17.0545 16.9695 10.2974 -0.082
C 16.1591 17.0022 11.3193 -0.153
C 12.4152 19.2568 12.3255 -0.442
C 11.5692 19.3775 11.2252 -0.193
C 10.7322 20.4679 11.0584 -0.076
C 10.6603 21.4030 12.0781 -0.063
C 11.5552 21.3532 13.1619 -0.028
C 12.5109 20.2864 13.2453 -0.118
H 14.2569 17.9030 14.0107 0.004
H 13.6644 18.4353 9.7305 0.071
H 15.2086 18.3115 7.8169 0.129
H 17.4910 17.3781 8.2549 0.104
H 18.0648 16.6643 10.5998 0.122
H 16.4908 16.7995 12.3609 0.119
H 11.5919 18.6087 10.4348 0.090
H 10.1542 20.7339 10.1782 0.122
H 9.9842 22.2178 12.0245 0.106
H 11.6161 22.1388 13.8996 0.114
H 13.1237 20.4336 14.0818 0.090
C 7.9855 17.6753 12.1537 -0.193
Te 9.6020 17.9207 13.7007 1.790
C 8.0117 18.4303 15.0327 -0.310
C 6.8398 18.8375 14.1544 -0.266
C 5.8069 19.6098 14.6431 -0.029
C 4.8631 20.0772 13.7613 -0.043
C 4.9751 19.9402 12.3792 -0.034
C 5.9815 19.1681 11.8468 -0.020
C 6.8656 18.6167 12.7505 -0.238
H 7.6094 16.6763 12.2249 0.023
H 8.3780 17.9006 11.2013 0.041
H 8.2948 19.1716 15.7812 0.079
H 7.9359 17.5558 15.7289 0.082
H 5.7274 19.9521 15.6620 0.129
H 4.0232 20.7601 14.0727 0.145
H 4.1929 20.2754 11.8151 0.092
H 6.0032 18.9082 10.8235 0.114
```

Computed properties:
Kohn-Sham gap, eV: 7.080
E_tot, Eh: -7358.68120
Net charge: +3


(5)
DFT (ωB97M-V/def2-TZVPD) results for a molecular structure, C19H9BCl5F2NO4PtS.

```
43
Properties=species:S:1:pos:R:3:lowdin_charge:R:1
Pt 0.4726 -0.3239 -0.5592 1.024
O 0.5279 -4.1834 -1.9848 0.190
C 0.5394 -3.0423 -1.3358 -0.410
O 0.0812 -2.0067 -1.8200 -0.012
C 1.1357 -3.0516 0.0232 -0.153
C 1.7057 -4.0859 0.7377 0.042
C 2.2520 -3.7842 1.9845 -0.005
C 2.2508 -2.4795 2.4638 0.058
C 1.6690 -1.4898 1.6878 -0.130
N 1.1122 -1.8190 0.5336 -0.037
C 1.6476 0.0156 1.9691 -0.551
O 2.1060 0.4242 3.0043 0.119
O 1.1221 0.7461 1.0138 -0.179
H 0.1302 -4.0397 -2.8606 0.161
H 1.7318 -5.0867 0.3311 0.130
H 2.7022 -4.5719 2.5726 0.120
H 2.6961 -2.2082 3.4109 0.136
Cl -2.4724 0.1359 1.1101 0.723
C -1.8699 1.7466 1.3589 -0.618
C -1.6306 2.6060 0.2764 -0.171
C -1.0145 3.8222 0.5892 -0.608
Cl -0.5370 4.9082 -0.6700 0.749
C -0.7151 4.1967 1.8984 -0.693
Cl 0.0285 5.7112 2.2338 0.684
C -1.0169 3.3372 2.9471 -0.699
Cl -0.6725 3.7922 4.5675 0.692
C -1.5850 2.0992 2.6754 -0.707
Cl -1.9057 1.0105 3.9702 0.678
F -2.8703 1.1802 -1.4581 0.069
B -1.9758 2.2058 -1.2664 -1.071
F -2.2557 3.2372 -2.1218 0.083
S -0.0658 1.4967 -1.8817 0.881
C -0.2660 0.7222 -3.4770 -0.532
C -1.4696 0.7472 -4.1710 -0.069
C -1.5524 0.1446 -5.4198 -0.072
C -0.4475 -0.4763 -5.9824 -0.094
C 0.7596 -0.4841 -5.2948 -0.094
C 0.8513 0.1181 -4.0504 -0.139
H -2.3359 1.2283 -3.7426 0.101
H -2.4927 0.1668 -5.9554 0.106
H -0.5214 -0.9384 -6.9584 0.100
H 1.6364 -0.9412 -5.7366 0.101
H 1.7952 0.1343 -3.5181 0.098
```

Computed properties:
Relative energy (zero: lowest compared OMol25 entry of this formula, charge and spin), kJ/mol: 29.3
Kohn-Sham gap, eV: 6.496
E_tot, Eh: -4128.40764
Net charge: 0


(6)
DFT (ωB97M-V/def2-TZVPD) results for a molecular structure, C16H23IrO5.

```
45
Properties=species:S:1:pos:R:3:lowdin_charge:R:1
Ir -0.1334 -0.3462 -0.4258 1.594
C 0.8671 2.7799 -0.8788 0.014
C 0.0100 1.8183 -0.1052 -0.250
C -1.2939 1.5109 -0.6198 -0.248
C -1.7516 2.1467 -1.8966 0.024
C -2.1149 0.5695 0.0629 -0.213
C -3.5113 0.2859 -0.4051 0.014
C -1.5733 -0.1330 1.2192 -0.269
C -2.3539 -1.2913 1.7949 -0.009
C -0.3448 0.2501 1.7783 -0.219
C 0.1179 -0.3931 3.0567 0.020
C 0.4554 1.2522 1.1249 -0.186
C 1.7422 1.6420 1.7639 0.024
H 0.5694 3.7964 -0.6046 0.132
H 0.7239 2.6692 -1.9475 0.095
H 1.9260 2.6792 -0.6682 0.088
H -2.7704 1.8734 -2.1462 0.090
H -1.0985 1.8531 -2.7197 0.109
H -1.6940 3.2321 -1.8012 0.123
H -3.5366 -0.0757 -1.4328 0.116
H -4.0725 1.2228 -0.3763 0.124
H -4.0249 -0.4249 0.2272 0.083
H -3.0454 -0.9580 2.5717 0.127
H -1.6975 -2.0398 2.2232 0.088
H -2.9325 -1.7867 1.0212 0.090
H 1.0802 -0.8931 2.9378 0.107
H -0.5927 -1.0938 3.4655 0.083
H 0.2659 0.3956 3.7989 0.122
H 2.2718 0.7837 2.1738 0.103
H 1.4859 2.2904 2.6097 0.137
H 2.4078 2.1994 1.1175 0.088
O 0.5376 -4.4094 -1.2311 0.253
C 0.6390 -3.1836 -0.8484 -0.423
O -0.3244 -2.4189 -0.7353 -0.014
C 2.0156 -2.7077 -0.4748 -0.026
O 1.9341 -1.2925 -0.3012 -0.223
C 2.8335 -0.5242 -1.1588 -0.024
C 2.0786 -0.0348 -2.3799 -0.558
O 2.5954 0.1940 -3.4293 0.178
O 0.7793 0.2082 -2.1523 -0.178
H -0.3828 -4.6576 -1.4364 0.185
H 2.7354 -2.9916 -1.2426 0.168
H 2.3046 -3.1880 0.4631 0.171
H 3.6954 -1.1245 -1.4370 0.151
H 3.1776 0.3154 -0.5555 0.139
```

Computed properties:
Kohn-Sham gap, eV: 7.578
E_tot, Eh: -1103.42484
Net charge: +2


Q: Which value of Kohn-Sham gap does entry 6 give?
A: 7.578 eV


Q: Among the records above, which one has the lowest Kohn-Sham gap?
A: C19H9BCl5F2NO4PtS


Q: What is the formula in the third record?
A: C3H10N